This record from OMol25 describes a structure of composition C27H20Cl3MnN5O3S at a distorted geometry. The level of theory is ωB97M-V with the def2-TZVPD basis set.

Positions of all 60 atoms, in Å:
Mn (0.120, -0.236, 0.154)
Cl (-1.253, -2.853, 6.691)
C (-1.275, -2.133, 5.132)
C (-1.911, -0.895, 4.958)
C (-1.956, -0.316, 3.721)
C (-1.362, -0.932, 2.585)
O (-1.429, -0.362, 1.441)
C (-0.689, -2.195, 2.786)
C (-0.062, -2.864, 1.698)
N (-0.003, -2.344, 0.509)
C (0.335, -2.974, -0.666)
C (0.801, -4.272, -0.829)
C (1.070, -4.767, -2.105)
C (0.826, -4.012, -3.227)
C (0.286, -2.714, -3.113)
C (-0.071, -1.923, -4.224)
C (-0.695, -0.719, -4.008)
C (-0.895, -0.273, -2.700)
N (-0.466, -0.928, -1.623)
C (0.066, -2.176, -1.818)
C (-0.671, -2.765, 4.068)
H (-2.363, -0.412, 5.811)
H (-2.439, 0.637, 3.565)
H (0.346, -3.857, 1.900)
H (0.967, -4.908, 0.027)
H (1.475, -5.763, -2.200)
H (1.037, -4.407, -4.208)
H (0.114, -2.293, -5.221)
H (-1.035, -0.106, -4.829)
H (-1.427, 0.652, -2.510)
H (-0.172, -3.708, 4.226)
C (1.612, 2.471, -4.233)
N (0.539, 2.768, -3.328)
C (-0.557, 3.541, -3.603)
C (-1.261, 3.676, -2.460)
N (-0.590, 2.988, -1.463)
C (0.511, 2.394, -2.026)
S (1.656, 1.366, -1.340)
C (-0.888, 3.057, -0.092)
C (-1.637, 4.124, 0.404)
C (-1.846, 4.209, 1.768)
C (-1.255, 3.263, 2.589)
C (-0.528, 2.238, 2.012)
N (-0.383, 2.107, 0.693)
H (2.360, 3.266, -4.196)
H (1.234, 2.382, -5.249)
H (2.083, 1.540, -3.925)
H (-0.745, 3.938, -4.581)
H (-2.192, 4.169, -2.283)
H (-2.035, 4.877, -0.254)
H (-2.437, 5.008, 2.187)
H (-1.356, 3.309, 3.659)
H (-0.029, 1.507, 2.634)
Cl (3.831, -1.963, 2.181)
C (3.529, -0.255, 2.548)
Cl (4.245, 0.794, 1.313)
C (2.002, -0.027, 2.549)
O (1.434, 0.272, 3.580)
O (1.462, -0.175, 1.405)
H (3.969, -0.024, 3.519)

Net charge: +1
Orbital gap (spin up / spin down) (eV): 5.18 / 6.12
Spin multiplicity: 5
LUMO (spin up / spin down) (eV): -4.8 / -4.0

This record from OMol25 describes the ion C6H12NO with charge -1 at a distorted geometry. The level of theory is ωB97M-V with the def2-TZVPD basis set.

Positions of all 20 atoms, in Å:
C (0.580, -1.261, 1.696)
N (0.125, -0.218, 0.812)
C (-1.382, 0.132, 0.976)
C (-1.642, 0.944, -0.252)
C (-0.555, 0.654, -1.388)
C (0.327, -0.370, -0.692)
C (1.850, 0.176, -1.034)
O (1.943, 0.760, -2.193)
H (1.696, -1.186, 1.750)
H (0.322, -2.174, 1.173)
H (0.231, -1.103, 2.739)
H (-2.082, -0.734, 0.965)
H (-1.353, 0.666, 1.990)
H (-1.274, 2.031, -0.027)
H (-2.621, 1.074, -0.602)
H (-1.023, 0.320, -2.230)
H (-0.206, 1.649, -1.566)
H (0.403, -1.398, -1.024)
H (2.435, -0.734, -0.948)
H (2.225, 0.772, -0.147)

Net charge: -1
Orbital gap (eV): 5.95
LUMO (eV): 3.9

This record from OMol25 describes an isolated molecule of C5H11NOS. The level of theory is ωB97M-V with the def2-TZVPD basis set.

Positions of all 19 atoms, in Å:
O (-2.195, -0.472, 1.225)
C (-1.223, -0.495, 0.497)
N (0.024, -0.722, 1.000)
C (1.228, -1.078, 0.243)
C (1.898, 0.048, -0.529)
S (1.965, 1.643, 0.342)
C (-1.307, -0.227, -1.000)
C (-2.744, -0.359, -1.518)
H (0.034, -1.017, 1.964)
H (1.006, -1.943, -0.391)
H (1.925, -1.458, 0.993)
H (1.470, 0.262, -1.492)
H (2.927, -0.255, -0.714)
H (3.054, 1.392, 1.078)
H (-0.997, 0.818, -1.077)
H (-0.581, -0.796, -1.578)
H (-3.434, -0.261, -0.683)
H (-2.972, 0.449, -2.207)
H (-2.899, -1.259, -2.089)

Net charge: 0
Orbital gap (eV): 9.98
LUMO (eV): 0.6

This record from OMol25 describes a structure of composition C52H46As2MnO2PTe at a distorted geometry. The level of theory is ωB97M-V with the def2-TZVPD basis set.

Positions of all 105 atoms, in Å:
Mn (1.454, 19.147, 12.248)
O (0.462, 23.079, 11.732)
C (0.993, 21.975, 11.643)
O (0.494, 20.894, 12.245)
C (2.363, 21.795, 10.923)
P (3.054, 20.066, 10.911)
C (3.156, 19.532, 9.189)
C (2.199, 18.631, 8.638)
C (2.335, 18.195, 7.334)
C (3.436, 18.586, 6.549)
C (4.392, 19.455, 7.080)
C (4.219, 19.943, 8.404)
C (4.745, 20.095, 11.512)
C (5.039, 20.986, 12.555)
C (6.237, 20.989, 13.182)
C (7.203, 20.069, 12.861)
C (7.008, 19.206, 11.780)
C (5.745, 19.157, 11.165)
H (3.096, 22.494, 11.344)
H (2.273, 22.112, 9.867)
H (1.343, 18.297, 9.230)
H (1.610, 17.475, 6.947)
H (3.549, 18.199, 5.562)
H (5.227, 19.793, 6.456)
H (4.919, 20.645, 8.759)
H (4.221, 21.681, 12.873)
H (6.442, 21.735, 13.919)
H (8.133, 20.019, 13.401)
H (7.866, 18.660, 11.382)
H (5.509, 18.430, 10.407)
C (5.107, 22.500, 16.462)
C (4.002, 21.924, 16.909)
As (-1.271, 22.432, 14.194)
C (-1.970, 23.126, 15.913)
C (-1.643, 22.414, 17.057)
C (-2.064, 22.870, 18.305)
C (-2.687, 24.114, 18.393)
C (-2.883, 24.882, 17.199)
C (-2.563, 24.399, 15.963)
C (-2.832, 23.070, 13.172)
C (-2.602, 23.741, 11.952)
C (-3.618, 24.417, 11.298)
C (-4.855, 24.487, 11.873)
C (-5.104, 23.717, 13.033)
C (-4.084, 23.060, 13.723)
As (-1.792, 19.677, 14.051)
C (-3.670, 19.411, 13.598)
C (-4.378, 20.126, 12.616)
C (-5.723, 19.911, 12.372)
C (-6.369, 18.922, 13.106)
C (-5.628, 18.152, 13.979)
C (-4.249, 18.317, 14.183)
C (-2.127, 19.271, 16.004)
C (-3.303, 19.610, 16.631)
C (-3.552, 19.320, 17.990)
C (-2.589, 18.644, 18.777)
C (-1.395, 18.360, 18.131)
C (-1.095, 18.711, 16.815)
H (5.282, 23.590, 16.479)
H (5.957, 21.942, 16.022)
H (3.834, 20.876, 16.938)
H (3.041, 22.481, 17.133)
H (-1.118, 21.506, 16.967)
H (-1.943, 22.235, 19.116)
H (-3.101, 24.485, 19.317)
H (-3.411, 25.855, 17.278)
H (-2.859, 24.886, 15.043)
H (-1.585, 23.572, 11.584)
H (-3.316, 24.959, 10.357)
H (-5.675, 25.070, 11.448)
H (-6.109, 23.728, 13.366)
H (-4.331, 22.509, 14.625)
H (-3.858, 20.824, 11.960)
H (-6.217, 20.567, 11.670)
H (-7.442, 18.727, 12.958)
H (-6.116, 17.397, 14.566)
H (-3.691, 17.746, 14.867)
H (-4.101, 20.085, 16.067)
H (-4.472, 19.688, 18.447)
H (-2.712, 18.398, 19.818)
H (-0.630, 17.877, 18.716)
H (-0.107, 18.541, 16.446)
Te (0.958, 16.560, 11.762)
C (0.668, 15.842, 13.683)
C (-0.234, 14.744, 13.912)
C (-0.322, 14.150, 15.160)
C (0.531, 14.569, 16.151)
C (1.306, 15.684, 16.005)
C (1.386, 16.312, 14.729)
C (2.880, 15.551, 11.253)
C (3.017, 14.315, 10.617)
C (4.269, 13.777, 10.336)
C (5.401, 14.421, 10.767)
C (5.294, 15.607, 11.469)
C (4.060, 16.172, 11.723)
H (-0.891, 14.446, 13.096)
H (-0.978, 13.268, 15.315)
H (0.392, 14.101, 17.117)
H (1.949, 16.033, 16.813)
H (2.043, 17.170, 14.630)
H (2.080, 13.799, 10.314)
H (4.353, 12.895, 9.727)
H (6.354, 13.957, 10.516)
H (6.214, 16.065, 11.863)
H (4.021, 17.092, 12.362)

Net charge: +2
Orbital gap (spin up / spin down) (eV): 3.23 / 3.35
Spin multiplicity: 5
LUMO (spin up / spin down) (eV): -8.7 / -8.1

no.,molecular weight (g mol⁻¹),E (eV)
1,655.85,-121636.173
2,114.17,-9951.684
3,133.22,-19736.449
4,1066.29,-228324.964